A structure of composition C19H30BMnO23. Source: OMol25; level of theory: ωB97M-V/def2-TZVPD.

Summary:
multiplicity: 6
net charge: +1
<S²>: 8.7517
Kohn-Sham gap (spin up / spin down): 0.322 / 0.320 hartree

Each line ends with the Löwdin spin population.
Cartesian coordinates (Å):
Mn -0.873 13.799 1.114  4.74
O 3.826 14.938 8.221  0.00
C 2.779 14.853 7.675  0.00
O 2.456 14.046 6.665  0.00
B 1.046 14.188 6.369  0.00
O 0.532 15.257 7.191  0.00
C 1.516 15.710 7.981  0.00
O 1.458 16.638 8.721  0.00
O 0.292 12.915 6.557  0.00
C -0.164 12.474 5.418  0.00
O -0.782 11.472 5.199  0.00
C 0.228 13.506 4.343  0.00
O 0.862 14.483 4.896  0.00
O -0.053 13.432 3.171  0.03
C -4.856 14.365 2.081  0.00
O -4.630 13.206 2.882  0.00
C -3.561 12.485 2.645  0.01
O -2.611 12.846 1.972  0.03
O -3.662 11.340 3.265  0.00
C -2.549 10.433 3.186  0.00
H -5.480 14.087 1.228  0.00
H -3.926 14.830 1.780  0.00
H -5.488 15.022 2.676  0.00
H -2.694 9.753 2.346  0.00
H -2.556 9.877 4.117  0.00
H -1.605 10.957 3.091  0.00
C -5.010 15.188 -1.828  0.00
O -3.834 14.881 -1.037  0.00
C -2.963 13.985 -1.415  0.01
O -2.090 13.594 -0.664  0.03
O -3.113 13.592 -2.664  0.00
C -2.372 12.421 -3.052  0.00
H -5.782 14.467 -1.579  0.00
H -4.781 15.235 -2.886  0.00
H -5.303 16.174 -1.480  0.00
H -1.333 12.505 -2.765  0.00
H -2.491 12.325 -4.125  0.00
H -2.840 11.549 -2.592  0.00
C -0.771 16.994 3.922  0.00
O -1.713 17.585 3.007  0.00
C -2.096 16.841 2.001  0.01
O -1.667 15.728 1.757  0.03
O -3.033 17.381 1.253  0.00
C -3.409 18.742 1.490  0.00
H 0.147 16.736 3.401  0.00
H -1.159 16.093 4.401  0.00
H -0.595 17.703 4.724  0.00
H -2.607 19.418 1.184  0.00
H -3.682 18.934 2.522  0.00
H -4.235 18.959 0.818  0.00
C 3.494 13.904 0.765  0.00
O 3.194 15.229 1.229  0.00
C 1.929 15.582 1.197  0.01
O 1.003 14.818 1.036  0.03
O 1.706 16.859 1.398  0.00
C 2.766 17.805 1.528  0.00
H 4.575 13.847 0.789  0.00
H 3.133 13.786 -0.257  0.00
H 3.029 13.149 1.393  0.00
H 3.657 17.346 1.946  0.00
H 2.409 18.623 2.143  0.00
H 3.038 18.223 0.556  0.00
C 1.126 10.697 -1.439  0.00
O 1.136 10.152 -0.108  0.00
C 0.656 10.910 0.844  0.01
O 0.286 12.061 0.702  0.03
O 0.616 10.347 2.027  0.00
C 1.045 8.996 2.210  0.00
H 1.252 9.853 -2.107  0.00
H 1.927 11.418 -1.575  0.00
H 0.162 11.167 -1.619  0.00
H 2.128 8.923 2.148  0.00
H 0.577 8.328 1.489  0.00
H 0.733 8.681 3.202  0.00

=====

A structure of composition C19H30HfN6O2P. Source: OMol25; level of theory: ωB97M-V/def2-TZVPD.

Summary:
net charge: +3
Kohn-Sham gap: 0.195 hartree

Each line ends with the Löwdin charge.
Cartesian coordinates (Å):
Hf 0.146 0.088 0.464  1.81
N -0.266 -1.312 -1.530  0.02
C -1.500 -0.663 -2.137  -0.03
C -1.661 0.271 -0.972  -0.53
O -2.015 -0.203 0.140  -0.03
O -0.809 1.267 -0.893  -0.08
H 0.517 -1.285 -2.202  0.05
H -0.467 -2.301 -1.385  0.13
H -2.328 -1.355 -2.249  0.15
H -1.272 -0.160 -3.071  0.15
C 2.256 1.694 -2.085  0.04
C 2.709 0.499 -1.332  -0.32
N 2.162 0.013 -0.200  -0.10
C 2.957 -1.093 0.192  -0.09
C 3.930 -1.250 -0.720  0.02
N 3.766 -0.247 -1.663  0.02
C 4.264 -0.335 -3.041  -0.01
N 3.358 -1.203 -3.755  -0.03
N 2.046 -1.241 -3.428  -0.01
N 1.443 -2.103 -4.159  0.09
C 2.352 -2.662 -5.020  -0.21
C 2.183 -3.637 -6.018  0.02
C 3.304 -3.992 -6.719  -0.03
C 4.567 -3.405 -6.454  -0.03
C 4.752 -2.449 -5.486  0.01
C 3.604 -2.097 -4.766  -0.15
H 1.376 2.149 -1.637  0.08
H 2.018 1.437 -3.117  0.10
H 3.052 2.442 -2.086  0.12
H 2.783 -1.650 1.099  0.12
H 4.738 -1.960 -0.776  0.16
H 5.262 -0.770 -3.039  0.16
H 4.314 0.671 -3.456  0.15
H 1.215 -4.072 -6.222  0.13
H 3.234 -4.733 -7.502  0.12
H 5.416 -3.720 -7.046  0.13
H 5.720 -1.999 -5.314  0.12
C 2.067 0.828 5.373  -0.10
C 2.111 0.853 3.842  -0.38
P 0.472 0.578 3.098  0.87
C -0.723 1.752 3.798  -0.37
C -2.059 1.756 3.060  -0.13
C -0.064 -1.138 3.514  -0.34
C -0.499 -1.936 2.279  -0.16
H 3.078 0.956 5.756  0.10
H 1.686 -0.117 5.761  0.08
H 1.461 1.640 5.771  0.08
H 2.784 0.084 3.451  0.08
H 2.475 1.814 3.471  0.10
H -0.249 2.737 3.772  0.11
H -0.849 1.484 4.851  0.11
H -1.956 2.106 2.028  0.06
H -2.750 2.439 3.551  0.10
H -2.537 0.773 3.052  0.08
H -0.899 -1.093 4.216  0.11
H 0.760 -1.640 4.025  0.10
H -1.485 -1.649 1.899  0.08
H -0.539 -3.009 2.476  0.13
H 0.263 -1.931 1.445  0.03

=====

A structure of composition C19H30InN. Source: OMol25; level of theory: ωB97M-V/def2-TZVPD.

Summary:
net charge: +2
Kohn-Sham gap (spin up / spin down): 0.213 / 0.157 hartree

Each line ends with the Löwdin charge.
Cartesian coordinates (Å):
C 1.653 2.944 -1.957  -0.30
H 2.626 3.258 -1.509  0.07
H 1.780 2.627 -2.994  0.05
H 0.993 0.531 0.770  -0.07
C 0.610 4.044 -1.737  -0.37
H -0.424 3.647 -1.747  0.09
H 0.776 4.473 -0.736  0.11
C 0.798 5.139 -2.800  -0.09
H -0.088 5.782 -2.809  0.08
H 1.670 5.756 -2.539  0.09
H 0.957 4.704 -3.801  0.09
C -0.941 -2.003 -0.521  -0.24
C -1.588 -1.205 -1.501  -0.18
C -0.628 -0.837 -2.481  -0.22
C 0.621 -1.427 -2.112  -0.27
C 0.420 -2.146 -0.893  -0.21
C 1.433 -2.962 -0.182  0.00
C 1.839 -1.448 -2.964  -0.03
C -0.897 -0.193 -3.792  0.00
C -3.047 -0.954 -1.570  -0.01
C -1.610 -2.729 0.583  -0.04
In 1.100 1.201 -0.828  1.22
H 2.642 -2.026 -2.488  0.09
H 1.631 -1.926 -3.938  0.11
H 2.215 -0.432 -3.168  0.08
H 2.452 -2.664 -0.461  0.09
H 1.340 -2.868 0.911  0.08
H 1.326 -4.036 -0.416  0.12
H -2.562 -2.257 0.852  0.08
H -1.826 -3.769 0.289  0.11
H -0.983 -2.744 1.482  0.06
H -3.285 -0.085 -2.196  0.09
H -3.546 -1.830 -2.017  0.12
H -3.491 -0.802 -0.576  0.09
H -0.286 0.710 -3.941  0.09
H -0.667 -0.888 -4.619  0.12
H -1.953 0.092 -3.890  0.09
N -0.249 -0.670 2.235  0.17
C -0.117 -0.296 3.568  -0.24
C 1.135 -0.400 4.212  0.03
C 1.172 -0.274 5.600  0.00
C 0.000 -0.008 6.314  0.02
C -1.221 0.156 5.653  0.00
C -1.289 0.050 4.267  0.04
H 0.641 -0.666 1.716  0.02
H -0.973 -0.162 1.726  0.12
H 2.032 -0.603 3.612  0.14
H 2.124 -0.403 6.108  0.13
H 0.040 0.077 7.394  0.14
H -2.140 0.355 6.195  0.13
H -2.219 0.168 3.698  0.14

=====

Electronic energy across the listed records, respectively: -99281.0646, -43795.8559, -26834.4182 eV.
Strongest force on any atom across the listed records, respectively: 1.0, 0.4, 3.0 eV/A.
M across the listed records, respectively: 692.2, 584.0, 387.3 g mol⁻¹.